Entry 1:
This record from the OMol25 dataset describes a single C6H8O2 molecule. The level of theory is the ωB97M-V functional and the def2-TZVPD basis.

Values from the calculation:
energy above the lowest of the compared OMol25 structures with the same formula, charge and spin	134.4	kcal per mole
LUMO level	0.80	eV
E	-383.695864	Ha
total charge	0
SMILES	C1=C\OCO/C=C\C/1

Geometry (Å):
C 0.15224 1.41881 -0.64416
C -0.90288 -0.42132 -1.48536
C -1.06159 -1.19337 -0.42516
C -0.62302 -0.71787 0.92847
C 0.78993 -0.54722 1.17135
C 1.74402 0.08574 0.66419
H -0.47956 1.35240 0.29458
H 0.19890 2.34208 -1.23291
H -1.11965 -0.87651 -2.47129
H -1.86393 -1.96132 -0.63962
H -1.16739 -1.11323 1.96909
H -1.18943 0.48375 0.94965
H 1.35078 -1.12474 1.92152
H 2.90518 0.31581 1.02033
O -0.21829 0.68866 -1.77342
O 1.48472 1.26833 -0.24726


Entry 2:
This record from the OMol25 dataset describes a single C6H8O2 molecule. The level of theory is the ωB97M-V functional and the def2-TZVPD basis.

Values from the calculation:
energy above the lowest of the compared OMol25 structures with the same formula, charge and spin	63.7	kcal per mole
LUMO level	1.01	eV
E	-383.808568	Ha
total charge	0
SMILES	C/C=C1\OC[C@@H]2O[C@H]12

Geometry (Å):
C -1.89538 -1.86360 0.00297
C -1.14649 -0.86933 -0.73696
C -0.01341 -0.17533 -0.24907
C 1.27724 0.84880 1.35691
C 1.61580 1.50786 -0.05708
C 0.64214 0.91552 -1.00886
H -1.82847 -2.84482 -0.48155
H -2.94179 -1.55058 -0.04015
H -1.52500 -1.94982 1.04864
H -1.34360 -0.60027 -1.77912
H 0.67019 1.53631 1.98880
H 2.17430 0.50319 1.89647
H 2.54359 1.91518 -0.42312
H 0.82690 0.77086 -2.03085
O 0.45931 -0.35095 0.99272
O 0.48468 2.20698 -0.47976


Entry 3:
This record from the OMol25 dataset describes a single C6H8O2 molecule. The level of theory is the ωB97M-V functional and the def2-TZVPD basis.

Values from the calculation:
energy above the lowest of the compared OMol25 structures with the same formula, charge and spin	70.6	kcal per mole
LUMO level	0.42	eV
E	-383.797649	Ha
total charge	0
SMILES	CC(=O)[C@]1(C)CC1=O

Geometry (Å):
C -1.67813 0.25135 0.25019
C 1.00652 0.36454 0.47319
C -1.14700 -0.10541 -0.99536
C -0.12156 -0.43756 0.17018
C 1.08042 1.74049 -0.20052
C 0.08727 -1.92689 0.63262
O -2.46330 0.78172 0.92465
O 1.96226 -0.00664 1.12270
H -1.62720 -1.00785 -1.62851
H -0.97944 0.76527 -1.64466
H 1.79594 2.25041 0.38399
H 0.11593 2.37714 -0.35356
H 1.39709 1.71485 -1.33442
H 0.42992 -2.43256 -0.25979
H -0.76523 -2.27020 1.11246
H 0.90650 -2.05866 1.34685